# C31H45ClN4O7SSiW

A molecular structure, C31H45ClN4O7SSiW (ωB97M-V with the def2-TZVPD basis set, the OMol25 dataset).

Last column: Mulliken spin population.
Positions of all 91 atoms, in Å:
W -0.6648 -0.2448 0.0043  1.819
C -4.6541 4.0777 3.6388  0.001
O -3.3589 4.1240 4.2303  0.004
C -2.3941 3.3666 3.7040  0.013
C -1.1405 3.4453 4.3568  0.000
C -0.1064 2.6897 3.9074  0.004
C -0.2388 1.8188 2.7924  -0.011
C 0.8461 1.0099 2.3603  0.076
C 2.1841 1.0305 3.0341  0.004
O 0.7657 0.2360 1.3648  -0.043
C -1.4966 1.7826 2.1264  0.034
O -1.7098 1.0635 1.0505  0.087
C -2.5637 2.5520 2.5998  0.003
H -5.2761 4.7442 4.2268  0.000
H -5.0642 3.0676 3.6762  0.000
H -4.6231 4.4252 2.6051  0.000
H -1.0404 4.1014 5.2096  0.000
H 0.8436 2.7544 4.4179  0.001
H 2.1105 1.1763 4.1077  0.001
H 2.7876 1.8405 2.6166  0.002
H 2.6906 0.0900 2.8296  0.000
H -3.5016 2.4722 2.0714  0.001
O 2.7826 1.2388 -7.3362  0.000
S 4.2264 1.3424 -7.3940  0.000
O 4.8489 0.6928 -8.5255  0.000
O 4.7588 2.6472 -7.0399  0.000
C 4.7893 0.3573 -5.9630  -0.001
N 6.1018 0.1198 -5.8259  0.002
C 6.4769 -0.5191 -4.7295  -0.001
C 5.5863 -0.9071 -3.7383  0.003
C 4.2570 -0.6226 -3.9734  0.005
N 3.8576 -0.0146 -5.0864  0.002
C 3.1587 -0.8761 -3.0198  0.000
C 3.3425 -0.9404 -1.6422  -0.003
C 2.2484 -0.9691 -0.8097  0.023
N 0.9825 -0.9901 -1.2639  -0.007
C 0.8089 -1.0239 -2.6023  0.035
C 1.8517 -0.9545 -3.4925  -0.012
H 7.5380 -0.7220 -4.6281  0.000
H 5.9277 -1.4214 -2.8486  0.000
H 4.3327 -0.8822 -1.2096  0.000
H 2.3657 -0.9210 0.2614  -0.004
H -0.2142 -1.0593 -2.9446  -0.005
H 1.6754 -0.9029 -4.5585  0.000
Cl -2.2980 -0.5735 -1.6189  0.049
C 0.4001 5.0065 -2.2339  0.000
N 0.6847 3.7527 -1.5344  0.003
C 2.0252 3.5400 -0.9909  0.001
C -0.1585 2.7214 -1.5199  -0.018
C -1.5241 2.8449 -2.1213  0.007
O 0.2168 1.6436 -1.0034  0.058
H 1.1829 5.7179 -1.9905  0.000
H -0.5487 5.4291 -1.9108  0.000
H 0.3868 4.8698 -3.3154  0.000
H 2.5224 4.5004 -0.9003  0.000
H 2.6090 2.8878 -1.6417  0.000
H 1.9545 3.0720 -0.0108  -0.001
H -1.6477 3.7165 -2.7538  0.000
H -2.2565 2.8754 -1.3116  -0.002
H -1.7249 1.9453 -2.6979  -0.002
C -0.9508 -1.7448 3.2629  0.001
Si -1.4247 -2.2398 1.4947  -0.189
C -0.4578 -3.8531 1.0963  0.025
C -0.9529 -5.0600 1.8992  0.000
C 1.0125 -3.6148 1.4616  -0.002
C -0.5474 -4.1827 -0.4003  -0.003
C -3.3413 -2.4791 1.5526  0.018
C -3.7513 -3.2266 2.8294  0.000
C -3.8689 -3.2562 0.3395  -0.002
C -4.0269 -1.1065 1.5877  0.019
H -1.1306 -2.5667 3.9604  -0.001
H -1.5443 -0.8907 3.6024  0.002
H 0.1047 -1.4766 3.3355  0.001
H -0.9643 -4.8567 2.9730  0.001
H -0.2878 -5.9146 1.7310  0.000
H -1.9558 -5.3627 1.5981  0.000
H 1.1411 -3.4912 2.5388  0.001
H 1.4102 -2.7257 0.9673  -0.003
H 1.6227 -4.4690 1.1481  -0.001
H -1.5753 -4.3673 -0.7158  -0.001
H 0.0383 -5.0819 -0.6241  0.000
H -0.1501 -3.3745 -1.0150  0.008
H -3.3005 -4.2170 2.8890  0.000
H -4.8396 -3.3570 2.8412  0.000
H -3.4793 -2.6733 3.7303  0.000
H -3.5244 -4.2917 0.3469  -0.001
H -3.5691 -2.8007 -0.6042  0.001
H -4.9647 -3.2785 0.3657  0.000
H -3.6751 -0.4979 2.4268  0.002
H -5.1086 -1.2408 1.7078  -0.001
H -3.8607 -0.5471 0.6682  -0.003

Cartesian forces, eV/Å:
-0.67 0.09 -0.20
-0.04 0.00 -0.02
-0.04 0.04 0.04
0.03 -0.08 -0.08
-0.03 0.04 0.03
0.01 -0.04 -0.03
-0.05 -0.04 -0.08
-0.01 0.07 0.07
0.01 -0.03 0.03
0.27 0.06 0.17
0.12 -0.06 0.07
0.35 -0.13 -0.29
-0.06 0.05 0.04
0.02 0.01 0.02
0.02 -0.02 0.01
0.02 0.01 -0.01
-0.01 0.00 -0.01
-0.01 0.01 0.01
0.02 -0.02 0.00
-0.02 0.02 0.01
0.01 0.00 0.00
0.00 0.01 0.00
0.00 0.00 0.01
0.02 0.00 -0.01
0.01 0.03 0.04
-0.01 -0.03 0.00
-0.07 -0.08 0.17
-0.16 -0.03 0.05
0.02 0.12 -0.20
0.07 -0.21 0.30
0.09 0.20 -0.30
0.13 0.09 -0.11
-0.17 -0.10 0.23
0.14 0.07 0.00
-0.05 -0.05 0.03
0.05 0.19 0.17
-0.09 0.06 -0.06
0.00 -0.04 -0.10
0.00 -0.01 0.00
-0.01 0.02 -0.03
-0.03 -0.02 0.01
0.05 -0.04 -0.01
0.03 -0.01 -0.03
-0.05 0.00 0.01
0.03 -0.14 0.04
-0.01 -0.01 0.00
0.01 0.00 -0.05
-0.04 -0.02 -0.02
0.10 0.03 -0.10
-0.04 0.01 0.04
-0.05 0.06 0.13
0.00 0.00 0.00
0.00 -0.01 0.01
0.02 -0.01 0.00
0.02 0.00 0.00
0.02 0.01 -0.02
0.00 0.00 0.01
-0.01 0.00 0.00
0.00 -0.01 0.00
0.01 -0.01 0.00
0.04 0.00 0.04
-0.04 0.01 -0.07
-0.06 0.00 -0.09
0.02 0.03 -0.01
-0.04 0.01 0.00
0.01 -0.06 0.08
0.03 0.01 -0.05
0.01 -0.02 -0.03
-0.01 0.00 0.10
0.01 0.00 0.01
0.01 0.01 0.01
0.02 0.00 0.01
0.00 0.00 0.03
0.00 -0.03 0.00
-0.01 0.00 0.00
-0.01 -0.02 0.01
0.03 0.00 0.00
0.02 -0.03 0.02
0.00 0.01 0.00
0.04 0.00 -0.02
-0.01 0.01 0.01
0.02 0.04 -0.05
-0.03 0.00 0.05
0.01 0.00 0.00
-0.01 -0.01 0.00
-0.01 -0.01 -0.02
0.00 0.00 -0.02
0.02 0.00 0.00
-0.01 0.00 -0.01
0.02 -0.01 0.01
-0.02 0.03 -0.01

**Molar mass**: 865.2 g mol⁻¹
**HOMO energy (spin up / spin down)**: -7.26 / -7.26 eV
**Multiplicity**: 3
**Frontier orbital gap (spin up / spin down)**: 5.35 / 5.26 eV
**Expectation value of S²**: 2.01
**DFT total energy**: -3168.99153 Eh
**ΔE to the lowest compared entry with this formula, charge and spin**: 6.2 kcal per mole
**Lowest unoccupied orbital energy (spin up / spin down)**: -1.910 / -1.996 eV